# 1
Here is one molecule with the formula C3H6Cl2 in a non-equilibrium geometry from the OMol25 dataset. Energies are from the ωB97M-V functional and the def2-TZVPD basis.

Geometry (Å):
C 0.359 -0.957 0.689
C 0.477 0.173 -0.252
Cl 0.888 -0.613 -1.777
C -0.676 1.051 -0.360
Cl -2.272 0.337 -0.552
H 1.283 -1.584 0.886
H -0.489 -1.687 0.259
H 0.075 -0.742 1.756
H 1.371 0.801 -0.183
H -0.434 1.743 -1.170
H -0.582 1.478 0.703

Values from the calculation:
net charge = 0
molar mass = 112.987 u
DFT total energy = -28252.7068 eV
spin multiplicity = 1
orbital gap = 11.541 eV
highest occupied orbital energy = -10.71 eV
SMILES = C[C@@H](Cl)CCl



# 2
Here is one molecule with the formula C3H6Cl2N2 in a non-equilibrium geometry from the OMol25 dataset. Energies are from the ωB97M-V functional and the def2-TZVPD basis.

Geometry (Å):
C 0.590 -0.298 0.202
C 0.660 1.120 0.893
C -0.179 -0.743 -2.116
N -0.244 -0.157 -0.930
N 1.238 2.163 0.150
Cl 1.420 -1.168 -2.740
Cl 0.628 2.577 -1.359
H 1.510 -0.800 0.044
H 0.088 -0.993 1.026
H -0.253 1.385 1.413
H 1.319 1.077 1.853
H -0.954 -0.466 -2.843
H -1.174 0.238 -0.867

Values from the calculation:
net charge = 0
molar mass = 141.001 u
DFT total energy = -31228.5454 eV
spin multiplicity = 1
orbital gap (alpha / beta) = 9.985 / 5.497 eV
highest occupied orbital energy (alpha / beta) = -9.34 / -6.41 eV



# 3
Here is a 3-piece molecular cluster, C3H6Cl2O3 overall in a non-equilibrium geometry from the OMol25 dataset. Energies are from the ωB97M-V functional and the def2-TZVPD basis.

Geometry (Å):
O -0.321 2.634 -0.330
C -0.972 1.739 0.078
C -0.784 0.234 -0.294
O -1.064 -0.752 0.342
O -0.046 0.059 -1.334
H -1.752 1.797 0.843
H 0.262 -0.812 -1.356
C 2.643 -0.549 0.383
Cl 2.069 -1.995 -0.572
H 3.486 -1.016 0.957
H 3.089 0.072 -0.406
H 2.024 -0.006 1.000
Cl -4.373 -0.217 -0.129
H -4.261 -1.189 0.819

Values from the calculation:
net charge = 0
molar mass = 160.984 u
DFT total energy = -34394.6008 eV
spin multiplicity = 1
orbital gap = 10.042 eV
highest occupied orbital energy = -10.32 eV
SMILES = O=CC(=O)O.CCl.Cl



# 4
Here is a 4-piece molecular cluster, C3H6Cl7 overall from the OMol25 dataset. Energies are from the ωB97M-V functional and the def2-TZVPD basis.

Geometry (Å):
Cl -0.141 1.407 1.348
C 3.073 -0.433 1.148
Cl 3.439 -1.059 -0.474
Cl 3.637 -1.540 2.414
H 3.564 0.518 1.283
H 1.996 -0.324 1.210
C -2.282 2.169 -1.218
Cl -3.714 1.191 -1.602
Cl -1.485 2.748 -2.693
H -2.597 3.013 -0.621
H -1.548 1.592 -0.659
C -0.729 -1.712 -0.041
Cl 0.041 -2.957 0.965
Cl -2.064 -2.418 -0.997
H -1.183 -0.977 0.612
H -0.005 -1.219 -0.674

Values from the calculation:
net charge = -1
molar mass = 290.252 u
DFT total energy = -90868.5207 eV
spin multiplicity = 1
orbital gap = 8.060 eV
highest occupied orbital energy = -5.11 eV



# 5
Here is one molecule with the formula C3H6ClFN2 in a non-equilibrium geometry from the OMol25 dataset. Energies are from the ωB97M-V functional and the def2-TZVPD basis.

Geometry (Å):
C -2.407 2.141 -0.906
N -1.271 1.683 -0.150
N -0.212 1.301 -0.989
C 0.490 0.200 -0.742
C 0.485 -0.531 0.605
F -0.576 -1.206 1.238
Cl 1.878 -1.724 0.360
H -2.103 3.175 -1.313
H -3.280 2.341 -0.056
H -2.842 1.356 -1.622
H -1.660 0.788 0.200
H 1.371 0.370 -1.476
H 0.738 0.386 1.242

Values from the calculation:
net charge = 0
molar mass = 124.546 u
DFT total energy = -21425.0254 eV
spin multiplicity = 1
orbital gap = 10.223 eV
highest occupied orbital energy = -9.75 eV
SMILES = CN/N=C\[C@@H](F)Cl



# 6
Here is one molecule with the formula C3H6ClIO in a non-equilibrium geometry from the OMol25 dataset. Energies are from the ωB97M-V functional and the def2-TZVPD basis.

Geometry (Å):
C -1.367 0.063 -0.124
C 0.123 -0.395 -0.119
O 0.563 -0.136 -1.375
Cl 0.386 -2.144 0.235
C 0.949 0.453 0.828
I 3.049 0.349 0.091
H -1.973 -0.405 -0.824
H -1.663 0.004 0.952
H -1.348 1.109 -0.519
H 0.015 -0.635 -1.893
H 0.718 0.202 1.893
H 0.548 1.533 0.855

Values from the calculation:
net charge = 0
molar mass = 220.437 u
DFT total energy = -25878.0744 eV
spin multiplicity = 1
orbital gap = 9.572 eV
highest occupied orbital energy = -9.32 eV
SMILES = C[C@](O)(Cl)CI



# 7
Here is C3H6ClN as an isolated structure in a non-equilibrium geometry from the OMol25 dataset. Energies are from the ωB97M-V functional and the def2-TZVPD basis.

Geometry (Å):
C -0.784 -0.120 0.484
C -0.002 0.995 -0.051
C 0.307 -0.957 -0.197
H -0.854 -0.387 1.543
H 0.271 1.881 0.501
H -0.355 1.431 -1.002
H 2.030 0.206 0.138
H 0.024 -1.349 -1.231
H 0.641 -1.868 0.385
N 1.148 0.166 -0.352
Cl -2.425 0.002 -0.217

Values from the calculation:
net charge = 0
molar mass = 91.541 u
DFT total energy = -17219.1160 eV
spin multiplicity = 1
orbital gap = 9.849 eV
highest occupied orbital energy = -8.82 eV



# 8
Here is a 2-piece molecular cluster, C3H6ClN2 overall in a non-equilibrium geometry from the OMol25 dataset. Energies are from the ωB97M-V functional and the def2-TZVPD basis.

Geometry (Å):
C 2.719 0.233 -0.148
C -1.841 -0.136 0.755
C 1.665 0.774 -0.784
N 3.526 -0.259 0.586
N -2.738 -0.167 -0.230
Cl 0.280 -0.314 -0.842
H -1.431 0.827 1.068
H 1.314 1.641 -1.278
H -1.744 -1.000 1.314
H -2.890 0.596 -0.845
H 4.110 -1.056 0.820
H -2.970 -1.139 -0.416

Values from the calculation:
net charge = +1
molar mass = 105.548 u
DFT total energy = -18700.8042 eV
spin multiplicity = 1
orbital gap (alpha / beta) = 6.833 / 6.833 eV
highest occupied orbital energy (alpha / beta) = -12.03 / -12.03 eV



# 9
Here is C3H6ClN3 as an isolated structure in a non-equilibrium geometry from the OMol25 dataset. Energies are from the ωB97M-V functional and the def2-TZVPD basis.

Geometry (Å):
C -1.457 -0.736 0.173
C 0.038 1.132 0.328
C 0.783 1.465 -0.821
H 0.604 -0.231 -0.609
H 1.174 -0.833 0.903
H -0.654 -2.723 0.382
H -2.639 -0.920 0.047
H 0.334 1.868 1.440
H 0.540 1.022 -1.900
N 0.762 -1.215 0.101
N -0.528 -1.742 0.517
N -1.076 0.441 0.245
Cl 2.119 2.471 -0.807

Values from the calculation:
net charge = 0
molar mass = 119.555 u
DFT total energy = -20195.5153 eV
spin multiplicity = 1
orbital gap = 8.762 eV
highest occupied orbital energy = -7.90 eV



# 10
Here is one molecule with the formula C3H6ClNO2 in a non-equilibrium geometry from the OMol25 dataset. Energies are from the ωB97M-V functional and the def2-TZVPD basis.

Geometry (Å):
C 1.532 -0.261 -0.523
C 0.430 -0.021 0.497
O 0.162 1.301 0.717
Cl 0.726 -0.820 2.031
C -1.053 -0.670 -0.263
N -2.176 0.149 -0.019
O -1.085 -1.692 -0.853
H 2.552 -0.317 -0.009
H 1.304 0.622 -1.265
H 1.373 -1.298 -1.065
H 1.000 1.795 0.974
H -1.739 1.031 0.341
H -3.026 0.181 -0.563

Values from the calculation:
net charge = 0
molar mass = 123.539 u
DFT total energy = -21315.2803 eV
spin multiplicity = 1
orbital gap = 10.260 eV
highest occupied orbital energy = -9.70 eV
SMILES = C[C@](O)(Cl)C(N)=O



# 11
Here is one molecule with the formula C3H6ClNO2 in a non-equilibrium geometry from the OMol25 dataset. Energies are from the ωB97M-V functional and the def2-TZVPD basis.

Geometry (Å):
O -0.401 -0.315 1.457
C -0.110 0.366 0.517
C 1.390 0.820 0.270
Cl 2.381 -0.468 -0.396
N -0.958 0.804 -0.459
C -2.311 0.336 -0.286
O -2.422 -1.034 -0.438
H 1.704 1.072 1.007
H 1.391 1.665 -0.355
H -0.499 1.060 -1.557
H -2.936 0.996 -1.236
H -2.884 0.699 0.633
H -1.782 -1.507 0.301

Values from the calculation:
net charge = 0
molar mass = 123.539 u
DFT total energy = -21312.5255 eV
spin multiplicity = 1
orbital gap = 10.669 eV
highest occupied orbital energy = -10.23 eV
SMILES = O=C(CCl)NCO



# 12
Here is one molecule with the formula C3H6ClNOS in a non-equilibrium geometry from the OMol25 dataset. Energies are from the ωB97M-V functional and the def2-TZVPD basis.

Geometry (Å):
C 0.765 -1.294 1.470
S -0.463 -0.046 1.541
N -1.075 -0.306 0.047
C -0.844 0.369 -1.154
O -1.444 0.186 -2.196
C 0.117 1.565 -0.964
Cl 1.822 0.960 -0.802
H 0.274 -2.183 1.007
H 1.338 -1.534 2.462
H 1.487 -1.044 0.730
H -1.753 -1.104 -0.096
H 0.023 2.216 -1.921
H -0.248 2.215 -0.123

Values from the calculation:
net charge = 0
molar mass = 139.607 u
DFT total energy = -30102.9880 eV
spin multiplicity = 1
orbital gap = 9.977 eV
highest occupied orbital energy = -9.27 eV
SMILES = CSNC(=O)CCl



Repeat the second record exactly.
Here is one molecule with the formula C3H6Cl2N2 in a non-equilibrium geometry from the OMol25 dataset. Energies are from the ωB97M-V functional and the def2-TZVPD basis.

Geometry (Å):
C 0.590 -0.298 0.202
C 0.660 1.120 0.893
C -0.179 -0.743 -2.116
N -0.244 -0.157 -0.930
N 1.238 2.163 0.150
Cl 1.420 -1.168 -2.740
Cl 0.628 2.577 -1.359
H 1.510 -0.800 0.044
H 0.088 -0.993 1.026
H -0.253 1.385 1.413
H 1.319 1.077 1.853
H -0.954 -0.466 -2.843
H -1.174 0.238 -0.867

Values from the calculation:
net charge = 0
molar mass = 141.001 u
DFT total energy = -31228.5454 eV
spin multiplicity = 1
orbital gap (alpha / beta) = 9.985 / 5.497 eV
highest occupied orbital energy (alpha / beta) = -9.34 / -6.41 eV